Entry from the OMol25 dataset: a cluster of 5 separate species, C12H17N5 in total in a non-equilibrium geometry (ωB97M-V/def2-TZVPD).

The frontier orbital gap is 8.47 eV. As for the SMILES: c1cc[nH]c1.CC#N.CC#N.CC#N.CC#N. The energy above the lowest of the compared OMol25 structures with the same formula, charge and spin comes out at 344.7 kJ/mol. The calculation puts the LUMO energy at 0.45 eV. Its HOMO energy is -8.021 eV. The strongest force on any atom comes out at 4.02 eV Å⁻¹. As for the calculated total energy: -20167.3114 eV. The calculation puts the molar mass at 231.30 g/mol.

```
! wB97M-V def2-TZVPD RIJCOSX def2/J DEFGRID3
* xyz 0 1
C 8.35462 7.51790 -16.32283
C 8.49854 8.84953 -16.19886
C 7.59112 9.35159 -15.27227
N 6.95613 8.27545 -14.81455
C 7.34232 7.17058 -15.46440
H 8.75519 6.86308 -17.08255
H 9.03290 9.45974 -16.91195
H 7.38232 10.37580 -15.00067
H 6.17225 8.37350 -14.18525
H 6.82062 6.26082 -15.20639
C 13.07423 9.86530 -13.64578
C 13.57535 8.70620 -14.47015
N 13.99347 7.78588 -15.03474
H 12.27060 10.42259 -14.12714
H 13.96668 10.49112 -13.64531
H 12.98911 9.61577 -12.58815
C 0.71962 3.97573 -12.64446
C 1.88294 4.91184 -12.77215
N 2.73264 5.67533 -12.95848
H 0.05373 3.94414 -13.50685
H 0.29415 4.08788 -11.64721
H 1.10617 2.95659 -12.64104
C 10.69214 15.31317 -16.48158
C 10.21498 14.50657 -17.62061
N 9.84093 13.88923 -18.54586
H 11.03241 16.33294 -16.66151
H 11.53191 14.84177 -15.97102
H 9.81108 15.43258 -15.85105
C 3.97439 11.45881 -18.03660
C 4.31503 12.77575 -17.71330
N 4.54189 13.86892 -17.43388
H 2.89935 11.28286 -17.99882
H 4.63353 10.79114 -17.48176
H 4.36438 11.27245 -19.03724
*
```

Here are the Löwdin charges for atoms 1 to 4, given in e: -0.1277, -0.1486, -0.1420, -0.0102

---

Entry from the OMol25 dataset: a structure of composition C48H48N2O2P2PtS3 (ωB97M-V/def2-TZVPD).

The frontier orbital gap is 7.89 eV. The energy above the lowest of the compared OMol25 structures with the same formula, charge and spin comes out at 69.2 kJ/mol. The calculation puts the LUMO energy at -5.24 eV. Its HOMO energy is -13.126 eV. The strongest force on any atom comes out at 0.32 eV Å⁻¹. As for the calculated total energy: -111949.2367 eV. The calculation puts the molar mass at 1038.15 g/mol.

```
! wB97M-V def2-TZVPD RIJCOSX def2/J DEFGRID3
* xyz 2 1
Pt -0.47537 -0.07691 0.13925
O 2.29583 -0.50376 -1.63537
S 0.85701 -0.25828 -1.67221
C 0.14232 -1.49876 -2.73315
C 0.77244 -1.78635 -3.93874
C 0.26029 -2.79921 -4.73112
C -0.84008 -3.53488 -4.30308
C -1.40564 -3.29336 -3.06198
C -0.91244 -2.26745 -2.25885
P -1.33333 -2.13954 -0.49622
C -3.10226 -2.38916 -0.31968
C -3.96837 -2.07446 -1.36384
C -5.33997 -2.16836 -1.17673
C -5.84782 -2.56531 0.05122
C -4.98733 -2.85404 1.10358
C -3.61853 -2.75707 0.92444
C -0.45887 -3.57973 0.17239
C 0.93626 -3.52190 0.20402
C 1.66962 -4.63247 0.58552
C 1.01841 -5.80146 0.95939
C -0.36633 -5.86543 0.92398
C -1.10746 -4.76348 0.51753
C 0.55265 1.33031 -2.44400
C 0.61618 1.50209 -3.81878
C 0.54063 2.78282 -4.34327
C 0.42937 3.87681 -3.49774
C 0.36994 3.69685 -2.12376
C 0.41406 2.41919 -1.57795
P 0.41437 2.10443 0.22402
C 2.12200 2.46394 0.69019
C 2.55040 3.78987 0.78730
C 3.88668 4.06672 1.01886
C 4.80064 3.02862 1.14745
C 4.37871 1.71252 1.04086
C 3.04172 1.43000 0.81396
C -0.58715 3.38705 1.00323
C -0.26196 3.77259 2.30449
C -0.98022 4.78430 2.92295
C -2.03334 5.40010 2.25895
C -2.38018 4.99270 0.97831
C -1.66199 3.98507 0.35060
H 1.66657 -1.25303 -4.23317
H 0.73081 -3.02878 -5.67738
H -1.23023 -4.33010 -4.92380
H -2.21088 -3.92236 -2.70291
H -3.58086 -1.75697 -2.32408
H -6.01019 -1.93623 -1.99333
H -6.91742 -2.64874 0.19102
H -5.38487 -3.15428 2.06387
H -2.95291 -2.95998 1.75524
H 1.45779 -2.61463 -0.08282
H 2.75105 -4.59072 0.58555
H 1.59209 -6.66657 1.26405
H -0.87494 -6.78036 1.19687
H -2.18411 -4.84023 0.46246
H 0.70835 0.65859 -4.48558
H 0.57596 2.92386 -5.41477
H 0.38773 4.87616 -3.90947
H 0.28634 4.55873 -1.47445
H 1.84957 4.60865 0.68627
H 4.21577 5.09406 1.09730
H 5.84405 3.24895 1.32919
H 5.09257 0.90499 1.13542
H 2.71885 0.40412 0.71709
H 0.56919 3.30194 2.81821
H -0.70700 5.10348 3.92055
H -2.57715 6.20506 2.73607
H -3.19975 5.47219 0.45886
H -1.93051 3.68036 -0.65380
C -1.22618 0.11592 3.92041
N -2.15204 1.21012 3.66009
C -2.15669 2.23207 4.70476
C -2.87781 1.30264 2.55099
S -2.59241 0.38893 1.10642
N -4.00029 2.04190 2.55853
C -4.69348 2.43601 1.33421
C -4.85255 2.11582 3.74976
H -1.42739 -0.28272 4.91662
H -0.20046 0.48212 3.88319
H -1.36282 -0.67640 3.19067
H -1.11905 2.43944 4.96639
H -2.67539 1.88857 5.60051
H -2.61306 3.14505 4.33770
H -3.98515 2.61063 0.53325
H -5.23446 3.35869 1.54083
H -5.40603 1.66818 1.02470
H -4.51726 1.41149 4.50433
H -5.86547 1.84202 3.45507
H -4.87349 3.12128 4.17029
C 3.26286 -1.80773 2.50876
S 1.62975 -1.07819 2.69435
O 1.84098 0.29946 3.22901
C 1.09171 -2.10648 4.05898
C 0.38014 -3.26919 3.79974
C -0.03149 -4.05763 4.86527
C 0.26211 -3.67378 6.16721
C 0.96512 -2.50036 6.41148
C 1.38347 -1.70579 5.35364
H 3.82459 -1.59500 3.41778
H 3.74628 -1.35467 1.64431
H 3.15329 -2.88157 2.36739
H 0.15184 -3.55999 2.77976
H -0.58070 -4.97143 4.67911
H -0.05891 -4.29092 6.99569
H 1.19104 -2.20591 7.42768
H 1.92215 -0.78059 5.51910
*
```

Here are the Löwdin charges for atoms 1 to 4, given in e: 0.4725, -0.3825, 0.7538, -0.3496

---

Entry from the OMol25 dataset: a cluster of 2 separate species, S2 in total in a non-equilibrium geometry (ωB97M-V/def2-TZVPD).

The frontier orbital gap is 3.97 eV. The energy above the lowest of the compared OMol25 structures with the same formula, charge and spin comes out at 746.6 kJ/mol. The calculation puts the LUMO energy at -5.39 eV. Its HOMO energy is -9.363 eV. The strongest force on any atom comes out at 2.52 eV Å⁻¹. As for the calculated total energy: -21661.2589 eV. The calculation puts the molar mass at 64.13 g/mol.

```
! wB97M-V def2-TZVPD RIJCOSX def2/J DEFGRID3
* xyz 0 1
S -0.19956 1.67143 0.74290
S 0.19956 -1.67143 -0.74290
*
```

What are the Löwdin partial charges on each atom? They are as follows, in elementary charge units: 0.0000, 0.0000

---

Entry from the OMol25 dataset: a structure of composition C3H2HgO4 in a non-equilibrium geometry (ωB97M-V/def2-TZVPD).

The frontier orbital gap (alpha / beta) is 7.44 / 7.17 eV. Its expectation value of S² is 0.75. The energy above the lowest of the compared OMol25 structures with the same formula, charge and spin comes out at 281.1 kJ/mol. The calculation puts the LUMO energy (alpha / beta) at 3.84 / 2.56 eV. Its HOMO energy (alpha / beta) is -3.603 / -4.612 eV. The strongest force on any atom comes out at 6.68 eV Å⁻¹. As for the calculated total energy: -15504.7804 eV. The calculation puts the molar mass at 302.63 g/mol.

```
! wB97M-V def2-TZVPD RIJCOSX def2/J DEFGRID3
* xyz -1 2
H 0.19637 -0.94422 -1.85024
C -0.44260 0.07780 -1.60543
C 0.65162 0.17107 -0.63089
O 0.14809 0.16587 0.58471
C 0.97394 -0.13035 1.87100
O 2.17293 -0.13670 1.71554
O 0.17531 -0.37268 2.76109
Hg -1.92739 0.32871 0.72201
O -1.72677 0.02688 -1.15820
H -0.22149 0.81362 -2.40959
*
```

Here are the Löwdin charges for atoms 1 to 4, given in e: 0.1485, -0.4671, -0.1047, -0.3366

---

Entry from the OMol25 dataset: a cluster of 2 separate species, C2H3ClFNOS in total in a non-equilibrium geometry (ωB97M-V/def2-TZVPD).

The frontier orbital gap (alpha / beta) is 7.24 / 7.25 eV. As for the SMILES: O=C(F)Cl.CN=S. The energy above the lowest of the compared OMol25 structures with the same formula, charge and spin comes out at 243.8 kJ/mol. The calculation puts the LUMO energy (alpha / beta) at -0.96 / -0.95 eV. Its HOMO energy (alpha / beta) is -8.198 / -8.200 eV. The strongest force on any atom comes out at 5.00 eV Å⁻¹. As for the calculated total energy: -31733.0596 eV. The calculation puts the molar mass at 143.57 g/mol.

```
! wB97M-V def2-TZVPD RIJCOSX def2/J DEFGRID3
* xyz 0 1
O 1.18296 -2.30514 0.71501
C 1.68666 -1.30008 0.39842
F 1.99965 -0.95194 -0.87840
Cl 2.30163 0.03388 1.36683
C -1.23583 0.35927 -0.54846
N -1.00172 1.06819 0.65604
S -1.45459 2.45586 1.04706
H -1.85464 0.82721 -1.24758
H -0.21071 0.43997 -1.09321
H -1.41341 -0.62722 -0.41571
*
```

Here are the Löwdin charges for atoms 1 to 4, given in e: 0.1363, -0.8819, 0.0077, 0.7149

---

Entry from the OMol25 dataset: a structure of composition C33H40N4P2Pd in a non-equilibrium geometry (ωB97M-V/def2-TZVPD).

The frontier orbital gap (alpha / beta) is 6.14 / 7.13 eV. Its expectation value of S² is 2.01. The calculation puts the LUMO energy (alpha / beta) at -0.04 / -1.22 eV. Its HOMO energy (alpha / beta) is -6.181 / -8.348 eV. The strongest force on any atom comes out at 4.34 eV Å⁻¹. As for the calculated total energy: -62879.8994 eV. The calculation puts the molar mass at 661.08 g/mol.

```
! wB97M-V def2-TZVPD RIJCOSX def2/J DEFGRID3
* xyz 0 3
Pd -0.14142 -1.36530 4.47677
C -1.08614 2.10566 3.93887
C -1.25972 1.01187 3.18034
C -0.75190 0.78300 1.79386
C 0.54223 -0.04722 1.61555
C 1.55855 0.14330 2.68548
C 1.85401 1.25113 3.39110
C 1.31375 2.60636 3.17542
C 0.10333 2.99849 4.02792
C 1.69819 -1.38217 5.33351
H -1.87873 2.28731 4.66845
H -2.15720 0.39005 3.39265
H -0.69491 1.75901 1.30645
H -1.55298 0.23389 1.28708
H 0.24453 -1.10322 1.49735
H 1.07314 0.23817 0.69785
H 2.17961 -0.74935 2.82318
H 2.55275 1.16538 4.23529
H 1.16101 2.76471 2.09848
H 2.14300 3.26460 3.47996
H 0.39201 3.10969 5.09133
H -0.24256 3.99596 3.68951
H 1.44741 -0.80536 6.24581
H 2.41183 -0.76860 4.75641
H 1.95499 -2.44238 5.53084
P 1.59571 -1.18026 -3.08661
P -1.49466 -0.63456 -2.70063
N 3.02577 -0.15417 -3.16753
N 2.41925 -2.36043 -4.23474
N -1.82634 1.07351 -2.63994
N -3.13719 -1.03722 -3.33516
C 0.69823 -0.33244 -4.44862
C -0.80429 -0.58824 -4.42147
C 3.54329 0.56812 -2.08586
C 4.56655 1.37870 -2.55791
C 4.67064 1.18258 -3.97579
C 3.69634 0.26410 -4.32207
C 2.53893 -3.70039 -3.87021
C 2.92011 -4.43525 -4.98888
C 3.05965 -3.51957 -6.08091
C 2.77186 -2.25753 -5.58299
C -1.60250 1.79022 -1.45915
C -1.66077 3.13851 -1.76097
C -1.92531 3.26886 -3.16011
C -2.03908 1.99490 -3.67711
C -3.94901 -0.30018 -4.19948
C -5.03568 -1.07615 -4.57148
C -4.86567 -2.35417 -3.94609
C -3.68801 -2.31657 -3.21805
H 1.08127 -0.64876 -5.42794
H 0.90174 0.73925 -4.43400
H -1.28003 0.14427 -5.08704
H -1.00027 -1.54132 -4.91919
H 3.11137 0.39713 -1.10419
H 5.20191 2.00752 -1.95152
H 5.38331 1.60210 -4.66958
H 3.44489 -0.07823 -5.30804
H 2.33749 -3.97201 -2.84472
H 3.06311 -5.50081 -5.00871
H 3.29566 -3.74044 -7.10780
H 2.82659 -1.32683 -6.13588
H -1.44681 1.21635 -0.54870
H -1.52256 3.93428 -1.04209
H -2.00449 4.17763 -3.73792
H -2.31046 1.73017 -4.70052
H -3.69167 0.68523 -4.52705
H -5.84706 -0.73113 -5.18799
H -5.54133 -3.19173 -4.00516
H -3.14582 -3.06823 -2.65832
C -2.25314 -0.11057 8.65105
C -2.66553 -1.13791 7.80001
C -2.08038 -1.31790 6.53393
C -1.03809 -0.46852 6.19139
C -0.62448 0.61832 6.97935
C -1.24525 0.76004 8.24629
H -2.72069 0.01253 9.62506
H -3.45727 -1.82025 8.08404
H -2.36120 -2.11609 5.83125
H 0.17201 1.31325 6.64951
H -0.92541 1.57535 8.88679
*
```

Here are the Löwdin charges for atoms 1 to 4, given in e: 0.6952, -0.1166, -0.1558, -0.2202

---

Entry from the OMol25 dataset: a cluster of 2 separate species, C3H9NO2S in total in a non-equilibrium geometry (ωB97M-V/def2-TZVPD).

The frontier orbital gap (alpha / beta) is 9.36 / 3.81 eV. Its expectation value of S² is 0.76. The energy above the lowest of the compared OMol25 structures with the same formula, charge and spin comes out at 143.0 kJ/mol. The calculation puts the LUMO energy (alpha / beta) at -3.99 / -9.54 eV. Its HOMO energy (alpha / beta) is -13.346 / -13.345 eV. The strongest force on any atom comes out at 1.58 eV Å⁻¹. As for the calculated total energy: -19667.6613 eV. The calculation puts the molar mass at 123.18 g/mol.

```
! wB97M-V def2-TZVPD RIJCOSX def2/J DEFGRID3
* xyz 1 2
O -1.60149 -1.28421 0.43536
C -0.85222 -0.85706 -0.38772
N -0.31304 0.41194 -0.32451
C 0.72387 0.87631 -1.18848
C 2.11732 0.89170 -0.46085
S 3.03984 -0.55342 -0.99869
H -0.53013 -1.45718 -1.26770
H -0.31118 0.82631 0.60084
H 0.72130 0.20997 -2.04549
H 0.42893 1.84525 -1.59235
H 2.65287 1.77155 -0.79463
H 2.01542 0.81442 0.61065
H 3.15846 -1.14093 0.20747
H -4.51568 -0.68127 2.51169
H -3.11797 -0.71125 1.95410
O -3.61631 -0.96211 2.74033
*
```

Here are the Löwdin charges for atoms 1 to 4, given in e: 0.1270, -0.2877, 0.0626, -0.2158

---

Entry from the OMol25 dataset: a cluster of 2 separate species, C4H9NO3 in total in a non-equilibrium geometry (ωB97M-V/def2-TZVPD).

The frontier orbital gap is 10.47 eV. As for the SMILES: [H]/N=C(\C)C(=O)O.CO. The energy above the lowest of the compared OMol25 structures with the same formula, charge and spin comes out at 259.9 kJ/mol. The calculation puts the LUMO energy at 0.79 eV. Its HOMO energy is -9.683 eV. The strongest force on any atom comes out at 4.03 eV Å⁻¹. As for the calculated total energy: -11924.8480 eV. The calculation puts the molar mass at 119.12 g/mol.

```
! wB97M-V def2-TZVPD RIJCOSX def2/J DEFGRID3
* xyz 0 1
H -0.95859 -1.72517 -1.46587
N -0.31594 -1.31942 -0.78358
C -0.89704 -0.57974 0.05719
C -2.35895 -0.23415 0.10832
C -0.07550 0.03405 1.16206
O -0.08676 1.26436 1.42961
O 0.43461 -0.85877 1.99343
H -2.49154 0.84618 0.01894
H -2.90617 -0.74134 -0.68651
H -2.75742 -0.51986 1.08341
H 0.99132 -0.39469 2.63905
C 2.08588 0.55540 -1.25909
O 1.74687 0.70466 0.09647
H 1.23658 0.72504 -1.93828
H 2.89047 1.23752 -1.54606
H 2.44132 -0.47176 -1.39375
H 1.02084 1.47768 0.48466
*
```

Here are the Löwdin charges for atoms 1 to 4, given in e: 0.0729, 0.1926, -0.3320, -0.0133